Arrangement 1

This record from the OMol25 dataset describes the molecule C6H8N2O. The level of theory is ωB97M-V/def2-TZVPD.

Last column: Löwdin charge in e.
Geometry (Å):
C (1.788, 0.790, 0.502)  0.02
C (0.520, -0.162, 0.624)  -0.41
C (0.091, -1.215, -0.269)  -0.27
C (0.236, -0.780, -1.745)  0.01
C (-0.473, 0.394, -1.769)  -0.15
C (-0.746, 0.504, 0.706)  -0.42
H (1.624, 1.713, -0.129)  0.09
H (2.059, 1.140, 1.555)  0.10
H (2.644, 0.271, 0.107)  0.06
H (0.373, -2.162, 1.507)  0.13
H (-0.878, -1.664, -0.098)  0.15
H (0.795, -1.186, -2.530)  0.07
H (-0.782, 0.774, -2.808)  0.14
H (-2.054, 1.268, -0.715)  0.18
N (0.953, -1.544, 0.866)  0.13
N (-1.100, 0.836, -0.639)  0.07
O (-1.406, 0.953, 1.653)  0.07

**Structure (SMILES)**: C[C@]12N[C@@H]1C=CNC2=O
**Frontier orbital gap**: 0.3470 Eh
**Highest occupied orbital energy**: -8.616 eV
**E_LUMO**: 0.826 eV



Arrangement 2

This record from the OMol25 dataset describes the molecule C6H8N2O. The level of theory is ωB97M-V/def2-TZVPD.

Last column: Löwdin charge in e.
Geometry (Å):
C (1.971, 1.008, 0.116)  -0.15
C (2.076, -0.330, 0.543)  -0.08
C (0.857, 1.472, -0.420)  -0.02
C (0.962, -1.209, 0.273)  -0.05
C (-0.432, 0.707, -0.448)  -0.33
C (-1.341, -1.382, -0.335)  0.03
N (-0.164, -0.676, -0.238)  -0.14
N (-2.566, 0.502, 0.366)  0.06
O (-1.347, 1.126, 0.575)  -0.15
H (2.866, 1.633, 0.014)  0.11
H (3.095, -0.689, 0.932)  0.11
H (0.830, 2.484, -0.855)  0.12
H (0.914, -2.318, 0.501)  0.14
H (-1.018, 0.707, -1.316)  0.12
H (-1.745, -2.065, 0.397)  0.07
H (-1.864, -1.430, -1.329)  0.10
H (-3.094, 0.458, 1.227)  0.04

**Frontier orbital gap (alpha / beta)**: 0.2768 / 0.2973 Eh
**Highest occupied orbital energy (alpha / beta)**: -7.311 / -7.945 eV
**E_LUMO (alpha / beta)**: 0.221 / 0.145 eV



The relative energies come out as arrangement 1 0.0; arrangement 2 208.4, with values in kJ/mol.



Arrangement 1

This record from the OMol25 dataset describes the molecule C6H8N2O. The level of theory is ωB97M-V/def2-TZVPD.

Last column: Löwdin charge in e.
Geometry (Å):
C (0.066, -0.561, 2.278)  -0.05
C (0.932, -0.611, 1.052)  -0.51
C (0.408, 0.166, -0.085)  -0.25
C (0.207, 1.574, -1.682)  -0.16
C (-1.038, 0.922, -1.635)  -0.06
C (-1.937, -0.946, -0.210)  0.00
H (0.717, -0.832, 3.306)  0.14
H (-0.523, 0.504, 2.469)  0.14
H (-0.602, -1.510, 2.271)  0.09
H (0.600, 2.210, -2.382)  0.06
H (-2.075, 1.183, -2.146)  0.15
H (-2.765, -0.924, -0.950)  0.10
H (-2.312, -0.500, 0.551)  0.01
H (-1.400, -1.953, -0.102)  0.14
N (1.057, 1.128, -0.744)  0.11
N (-0.887, 0.019, -0.586)  -0.09
O (1.918, -1.185, 0.998)  0.17

**Structure (SMILES)**: CC(=O)c1nccn1C
**Frontier orbital gap**: 0.3452 Eh
**Highest occupied orbital energy**: -8.737 eV
**E_LUMO**: 0.657 eV



Arrangement 2

This record from the OMol25 dataset describes the molecule C6H8N2O. The level of theory is ωB97M-V/def2-TZVPD.

Last column: Löwdin charge in e.
Geometry (Å):
C (-0.357, 2.637, -0.242)  -0.10
C (-0.660, 1.414, -0.998)  -0.12
C (-0.357, 0.228, -0.444)  -0.19
C (-0.815, -1.130, -1.005)  -0.17
C (0.424, -1.653, 0.828)  -0.46
C (0.623, -0.268, 0.502)  -0.30
H (-0.223, 3.444, -0.935)  0.05
H (0.566, 2.621, 0.356)  0.07
H (-1.473, 2.683, 0.446)  0.18
H (-1.205, 1.483, -2.037)  0.16
H (-0.129, -0.976, -1.950)  0.16
H (-1.932, -1.411, -1.144)  0.14
H (0.968, -3.288, 1.864)  0.20
H (2.054, -1.825, 2.003)  0.05
N (-0.253, -2.119, -0.104)  0.09
N (1.204, -2.164, 1.762)  0.16
O (1.564, 0.325, 1.095)  0.06

**Structure (SMILES)**: C/C=C1/CN=C(N)C1=O
**Frontier orbital gap**: 0.3147 Eh
**Highest occupied orbital energy**: -8.836 eV
**E_LUMO**: -0.273 eV



Arrangement 3

This record from the OMol25 dataset describes a structure of composition C6H8N2O. The level of theory is ωB97M-V/def2-TZVPD.

Last column: Löwdin charge in e.
Geometry (Å):
C (-1.533, 1.318, 1.572)  -0.03
C (-0.798, 0.475, 0.476)  -0.29
C (0.550, -0.138, 0.599)  -0.02
C (1.067, -0.740, -0.399)  -0.31
C (2.369, -1.440, -0.447)  0.02
C (-0.801, -0.046, -1.804)  -0.53
H (-2.586, 0.665, 1.648)  0.14
H (-1.604, 2.298, 1.382)  0.00
H (-1.029, 1.130, 2.838)  0.18
H (0.981, 0.196, 1.746)  0.18
H (3.038, -1.109, -1.077)  0.06
H (2.222, -2.416, -0.662)  0.08
H (2.724, -1.258, 0.309)  -0.05
H (-2.398, 1.091, -0.879)  0.30
N (0.487, -0.617, -1.709)  0.17
N (-1.283, 0.586, -0.685)  0.12
O (-1.405, 0.004, -2.909)  -0.02

**Frontier orbital gap**: 0.3105 Eh
**Highest occupied orbital energy**: -8.418 eV
**E_LUMO**: 0.033 eV



The relative energies come out as arrangement 1 0.0; arrangement 2 105.8; arrangement 3 306.9, with values in kJ/mol.



Arrangement 1

This record from the OMol25 dataset describes a cluster of 2 separate species, C2H3NO3 in total. The level of theory is ωB97M-V/def2-TZVPD.

Last column: Mulliken spin population.
Geometry (Å):
C (3.072, -0.163, 0.021)  0.00
C (-0.054, -0.560, 0.102)  0.95
N (-0.003, 0.502, -0.660)  0.75
O (3.596, 0.864, 0.023)  0.00
O (2.601, -1.247, 0.111)  0.01
O (-0.327, 1.700, 0.056)  0.24
H (-0.257, -0.811, 1.086)  0.02
H (0.137, -1.482, -0.426)  0.02
H (-0.573, 2.242, -0.700)  0.00

**⟨S²⟩**: 2.0068
**Frontier orbital gap (alpha / beta)**: 0.2577 / 0.3039 Eh
**2S+1**: 3
**Highest occupied orbital energy (alpha / beta)**: -6.370 / -10.749 eV
**E_LUMO (alpha / beta)**: 0.642 / -2.479 eV



Arrangement 2

This record from the OMol25 dataset describes the molecule C2H3NO3. The level of theory is ωB97M-V/def2-TZVPD.

Last column: Mulliken spin population.
Geometry (Å):
C (-1.027, 0.684, -0.366)  0.87
C (-0.154, -0.252, 0.115)  0.68
N (1.319, 0.190, 0.091)  0.05
O (1.496, 1.323, 0.440)  0.12
O (2.141, -0.593, -0.326)  0.11
O (-0.147, -1.562, 0.554)  0.13
H (-2.116, 0.460, -0.177)  0.02
H (-0.588, 1.752, -0.584)  0.01
H (-0.923, -2.001, 0.253)  0.01

**⟨S²⟩**: 2.0076
**Frontier orbital gap (alpha / beta)**: 0.2514 / 0.2757 Eh
**2S+1**: 3
**Highest occupied orbital energy (alpha / beta)**: -6.589 / -10.648 eV
**E_LUMO (alpha / beta)**: 0.253 / -3.145 eV



The relative energies come out as arrangement 1 0.0; arrangement 2 225.1, with values in kJ/mol.



Arrangement 1

This record from the OMol25 dataset describes a structure of composition C18H22N4O2. The level of theory is ωB97M-V/def2-TZVPD.

Last column: Löwdin charge in e.
Geometry (Å):
C (5.977, 1.463, -5.400)  -0.17
C (6.239, 1.002, -3.997)  -0.31
C (5.091, 0.321, -3.176)  -0.12
H (5.514, 0.044, -2.333)  0.06
H (4.604, -0.322, -3.994)  0.15
C (4.160, 1.572, -2.998)  -0.10
C (3.173, 1.071, -2.097)  -0.20
N (2.834, 1.025, -0.966)  0.19
C (1.810, 0.239, -0.606)  -0.23
C (1.101, 0.148, 0.693)  0.11
C (0.203, -0.929, 0.763)  -0.07
C (-0.238, -1.593, -0.538)  0.03
C (0.215, -1.199, -1.778)  0.06
C (1.425, -0.465, -1.594)  -0.21
O (2.148, -0.074, -2.789)  -0.01
H (0.165, -1.758, -2.487)  0.02
H (-1.169, -2.018, -0.376)  0.06
C (-0.566, -0.880, 2.040)  -0.52
O (-0.114, -1.075, 3.137)  0.06
N (-1.856, -1.154, 2.005)  0.04
H (-2.411, -1.125, 0.927)  0.26
C (-2.610, -1.332, 3.157)  -0.37
C (-3.803, -0.347, 3.142)  -0.10
C (-5.038, -0.305, 3.577)  -0.22
N (-5.799, 0.601, 3.136)  -0.16
N (-4.929, 1.686, 2.786)  0.05
C (-3.802, 1.213, 2.555)  -0.04
H (-2.852, 1.370, 2.273)  0.06
C (-6.978, 1.367, 3.553)  -0.05
H (-7.804, 0.714, 3.052)  0.10
H (-7.293, 1.098, 4.608)  0.10
H (-7.233, 2.272, 3.077)  0.06
H (-5.762, -1.180, 3.933)  0.18
C (-3.435, -2.638, 3.036)  -0.10
H (-3.942, -2.836, 3.995)  0.05
H (-2.548, -3.636, 3.177)  0.15
H (-4.179, -2.981, 2.161)  0.12
H (-2.017, -1.082, 4.148)  0.20
H (1.493, 0.599, 1.607)  0.13
H (3.850, 1.755, -3.856)  0.03
H (4.538, 2.450, -2.300)  0.20
H (7.404, 0.306, -4.021)  0.18
H (6.860, 1.922, -3.594)  0.12
H (6.865, 1.877, -6.107)  0.13
H (5.350, 2.179, -5.568)  -0.03
H (5.361, 0.636, -5.963)  0.11

**Frontier orbital gap**: 0.3124 Eh
**Highest occupied orbital energy**: -8.258 eV
**E_LUMO**: 0.244 eV



Arrangement 2

This record from the OMol25 dataset describes the molecule C18H22N4O2. The level of theory is ωB97M-V/def2-TZVPD.

Last column: Löwdin charge in e.
Geometry (Å):
C (4.767, 1.945, -0.577)  -0.11
C (3.523, 1.306, 0.028)  -0.27
C (3.802, -0.122, 0.496)  -0.21
C (2.604, -0.801, 1.158)  -0.16
H (2.926, -1.737, 1.620)  0.12
H (2.231, -0.158, 1.960)  0.12
C (1.453, -1.131, 0.187)  -0.25
C (0.307, -1.648, 1.023)  -0.43
O (0.264, -2.759, 1.496)  0.10
N (-0.778, -0.816, 1.235)  0.18
C (-1.064, 0.475, 0.831)  -0.19
C (-0.193, 1.513, 0.871)  0.08
C (-0.556, 2.863, 0.492)  -0.46
O (0.189, 3.818, 0.486)  0.07
N (-1.896, 3.010, 0.143)  0.21
C (-2.788, 1.995, 0.106)  -0.30
N (-4.039, 2.073, -0.210)  0.18
C (-4.511, 0.781, -0.140)  -0.22
C (-5.789, 0.307, -0.396)  -0.01
C (-6.005, -1.052, -0.286)  -0.09
C (-4.974, -1.924, 0.053)  -0.09
C (-3.692, -1.472, 0.314)  -0.02
C (-3.471, -0.106, 0.235)  -0.13
N (-2.354, 0.704, 0.413)  0.13
H (-2.913, -2.183, 0.538)  0.10
H (-5.173, -2.983, 0.109)  0.10
H (-6.988, -1.453, -0.479)  0.10
H (-6.573, 0.990, -0.678)  0.11
H (-2.230, 3.934, -0.099)  0.17
H (0.810, 1.380, 1.234)  0.10
H (-1.541, -1.292, 1.706)  0.15
H (1.142, -0.225, -0.336)  0.11
C (1.854, -2.200, -0.851)  -0.20
C (1.936, -1.632, -2.262)  -0.09
H (0.971, -1.238, -2.577)  0.08
H (2.667, -0.829, -2.316)  0.06
H (2.230, -2.409, -2.963)  0.07
H (2.814, -2.637, -0.576)  0.11
H (1.123, -3.011, -0.833)  0.11
H (4.617, -0.094, 1.223)  0.12
H (4.143, -0.719, -0.351)  0.11
H (3.189, 1.911, 0.874)  0.11
H (2.727, 1.311, -0.718)  0.10
H (4.552, 2.960, -0.901)  0.07
H (5.573, 1.981, 0.154)  0.07
H (5.113, 1.375, -1.437)  0.07

**Structure (SMILES)**: CCCC[C@@H](CC)C(=O)Nc1cc(=O)[nH]c2nc3ccccc3n12
**Frontier orbital gap**: 0.3241 Eh
**Highest occupied orbital energy**: -8.606 eV
**E_LUMO**: 0.213 eV



The relative energies come out as arrangement 1 1561.9; arrangement 2 0.0, with values in kJ/mol.